Entry 1:
A 9-piece molecular cluster, C25H72BO11PS9 overall at a distorted geometry, computed with the ωB97M-V functional and the def2-TZVPD basis.

Properties
**Charge**: 0
**HOMO level**: -7.0289 eV
**Spin multiplicity**: 1
**Strongest force on any atom**: 0.0267 Eh/bohr

Bonds (Å) are listed after each position.
Atoms and positions in Å:
1 H -6.6524 1.8492 -2.7616  C103 1.089
2 H -0.8060 2.2537 5.3736  C104 1.088
3 H -3.0907 -4.7901 -1.0959  C99 1.088
4 S 3.7497 -1.2626 4.7678  O95 1.493, C96 1.797, C117 1.793
5 O -7.3623 6.6631 -2.9568  S42 1.488
6 H 3.4445 2.1798 -2.7177  C28 1.081
7 H -7.5749 3.2760 -3.2975  C103 1.090
8 H 2.5805 0.6004 3.8300  C117 1.084
9 H 2.8613 -2.6653 0.5358  C20 1.088
10 H 9.5496 3.7374 0.1158  C47 1.088
11 C 3.3869 -1.6140 -3.3694  C51 1.507, O75 1.434, H79 1.088, H107 1.087
12 H -1.4783 -1.5740 -3.4297  C35 1.088
13 H 4.2738 1.0001 4.2192  C117 1.090
14 H -4.5285 -10.6436 5.4209  C102 1.088
15 H 5.1424 3.4899 1.2450  C52 1.089
16 O 5.4609 -3.9834 0.5864  S109 1.491
17 H 1.1206 5.3064 4.1488  C33 1.090
18 S 7.1807 3.6941 0.0506  C47 1.798, C52 1.798, O114 1.487
19 H 4.0452 -1.9718 -1.3476  C51 1.084
20 C 3.0064 -3.3730 1.3494  H9 1.088, H39 1.091, H45 1.088, S109 1.792
21 H -2.5316 -1.0883 -0.2476  O88 0.967
22 H 0.7502 -6.8437 0.2297  C55 1.088
23 C -2.6390 0.2326 -3.0397  C35 1.532, H36 1.087, H78 1.087, C111 1.521
24 H -5.2174 5.1928 -3.8533  C72 1.088
25 H -0.0192 3.8004 5.7774  C104 1.090
26 H 0.5831 -5.9597 -1.3059  C55 1.090
27 H 5.6582 -4.8681 3.3688  C106 1.088
28 C 3.6539 2.3738 -1.6748  H6 1.081, C92 1.533, H97 1.079, S108 1.815
29 C -6.8066 9.2258 -3.3390  S42 1.797, H56 1.090, H69 1.090, H89 1.088
30 H 3.8945 0.0172 2.7828  C117 1.090
31 H 6.4353 4.1515 2.2798  C52 1.090
32 H -0.4918 0.4792 -1.4828  P67 1.421
33 C 0.6392 4.8725 3.2725  H17 1.090, H63 1.088, S100 1.797, H118 1.090
34 H 1.2176 1.5066 -0.0856  C65 1.091
35 C -1.5653 -0.5541 -3.7984  H12 1.088, C23 1.532, C80 1.527, H85 1.090
36 H -3.3752 0.6861 -3.6979  C23 1.087
37 H 3.1167 -1.3516 7.0525  C96 1.088
38 H -4.0716 -0.1557 -1.4658  C111 1.086
39 H 2.6951 -4.3671 1.0259  C20 1.091
40 H 8.8929 2.5428 1.2599  C47 1.090
41 H 2.4816 3.4928 -0.1860  C92 1.084
42 S -6.4519 7.7165 -2.4307  O5 1.488, C29 1.797, C49 1.797
43 B 1.3091 -1.6136 -2.2295  O58 1.384, P67 1.953, O75 1.361
44 H -0.1532 -2.3737 -1.2940  O58 0.979
45 H 2.4358 -3.0571 2.2204  C20 1.088
46 H 4.2224 -5.5698 2.5794  C106 1.090
47 C 8.7793 3.5507 0.8606  H10 1.088, S18 1.798, H40 1.090, H66 1.090
48 H 3.8364 0.2231 6.6364  C96 1.090
49 C -7.1359 8.2714 -0.8642  S42 1.797, H74 1.090, H86 1.090, H112 1.088
50 H -5.5000 -9.4018 4.5920  C102 1.090
51 C 4.3616 -2.1724 -2.3643  C11 1.507, H19 1.084, H53 1.085, H60 1.082
52 C 6.1912 3.4048 1.5237  H15 1.089, S18 1.798, H31 1.090, H77 1.090
53 H 4.3701 -3.2512 -2.4822  C51 1.085
54 H 3.3110 4.4615 -1.3836  C92 1.087
55 C 0.0593 -6.5596 -0.5611  H22 1.088, H26 1.090, H110 1.090, S115 1.796
56 H -7.8768 9.4289 -3.3063  C29 1.090
57 H -3.7054 -8.9914 1.2584  C94 1.087
58 O 0.8214 -2.4125 -1.2100  B43 1.384, H44 0.979
59 H -6.6486 5.0505 -4.9085  C72 1.088
60 H 5.3437 -1.7375 -2.4929  C51 1.082
61 H 4.0306 -4.3026 3.8344  C106 1.090
62 H -1.5121 3.7780 4.7872  C104 1.090
63 H 1.2756 5.0042 2.4001  C33 1.088
64 H -5.0139 4.9939 -5.6112  C72 1.089
65 C 1.6502 0.5998 -0.5107  H34 1.091, P67 1.948, S108 1.813, H119 1.088
66 H 8.8515 4.2892 1.6590  C47 1.090
67 P 0.7212 0.2482 -2.1868  H32 1.421, B43 1.953, C65 1.948, C80 1.918, H101 1.434
68 S -5.5806 2.9424 -4.5709  C72 1.792, O76 1.493, C103 1.797
69 H -6.2469 10.0514 -2.8999  C29 1.090
70 O -2.0393 -6.4824 1.0558  S115 1.489
71 O -4.8958 -11.3193 2.5948  S105 1.488
72 C -5.6222 4.7253 -4.7491  H24 1.088, H59 1.088, H64 1.089, S68 1.792
73 H -1.5939 -4.8008 -2.0593  C99 1.090
74 H -6.5655 9.1276 -0.5043  C49 1.090
75 O 2.0849 -2.1871 -3.1902  C11 1.434, B43 1.361
76 O -4.1897 2.5680 -4.1796  S68 1.493
77 H 6.3866 2.4002 1.8990  C52 1.090
78 H -2.1991 1.0583 -2.4862  C23 1.087
79 H 3.3567 -0.5269 -3.3659  C11 1.088
80 C -0.1836 0.0929 -3.8709  C35 1.527, P67 1.918, H90 1.091, H93 1.087
81 H -6.1051 3.4824 -2.2994  C103 1.090
82 H -2.4705 -6.3309 -1.7423  C99 1.090
83 H 2.1521 -0.1483 6.1577  C96 1.090
84 H -3.8270 -9.0357 5.1177  C102 1.090
85 H -1.9157 -0.6573 -4.8251  C35 1.090
86 H -8.1839 8.5390 -0.9976  C49 1.090
87 H -5.0501 -8.5023 2.3179  C94 1.090
88 O -2.3554 -1.3171 -1.1710  H21 0.967, C111 1.430
89 H -6.4914 9.0786 -4.3696  C29 1.088
90 H 0.4304 -0.5631 -4.4891  C80 1.091
91 H -3.3590 -8.1003 2.7506  C94 1.089
92 C 2.7586 3.5370 -1.2335  C28 1.533, H41 1.084, H54 1.087, H98 1.083
93 H -0.1889 1.0650 -4.3580  C80 1.087
94 C -4.0135 -8.8390 2.2894  H57 1.087, H87 1.090, H91 1.089, S105 1.795
95 O 2.6915 -2.1954 4.2790  S4 1.493
96 C 3.1507 -0.5578 6.3088  S4 1.797, H37 1.088, H48 1.090, H83 1.090
97 H 4.6892 2.6565 -1.5617  C28 1.079
98 H 1.8908 3.6116 -1.8776  C92 1.083
99 C -2.1942 -5.3567 -1.3385  H3 1.088, H73 1.090, H82 1.090, S115 1.798
100 S 0.4044 3.1089 3.5242  C33 1.797, C104 1.797, O116 1.490
101 H 1.4434 1.3661 -2.7194  P67 1.434
102 C -4.4962 -9.8038 4.7300  H14 1.088, H50 1.090, H84 1.090, S105 1.799
103 C -6.5805 2.8879 -3.0792  H1 1.089, H7 1.090, S68 1.797, H81 1.090
104 C -0.5829 3.2576 5.0186  H2 1.088, H25 1.090, H62 1.090, S100 1.797
105 S -3.8657 -10.4039 3.1553  O71 1.488, C94 1.795, C102 1.799
106 C 4.6495 -4.6655 3.0136  H27 1.088, H46 1.090, H61 1.090, S109 1.795
107 H 3.7307 -1.9127 -4.3566  C11 1.087
108 S 3.4337 0.8403 -0.7282  C28 1.815, C65 1.813
109 S 4.7515 -3.3893 1.7553  O16 1.491, C20 1.792, C106 1.795
110 H -0.3668 -7.4533 -1.0174  C55 1.090
111 C -3.3093 -0.6857 -2.0298  C23 1.521, H38 1.086, O88 1.430, H113 1.091
112 H -7.0531 7.4522 -0.1534  C49 1.088
113 H -3.8031 -1.4747 -2.5985  C111 1.091
114 O 7.0045 5.1222 -0.3230  S18 1.487
115 S -1.2505 -5.5763 0.1758  C55 1.796, O70 1.489, C99 1.798
116 O 1.7248 2.5498 3.9306  S100 1.490
117 C 3.6039 0.2450 3.8087  S4 1.793, H8 1.084, H13 1.090, H30 1.090
118 H -0.3276 5.3432 3.0944  C33 1.090
119 H 1.5257 -0.1885 0.2294  C65 1.088

Here are the Mulliken charges for atoms 1 to 99, given in e: 0.326, 0.325, 0.313, 0.558, -0.585, 0.357, 0.407, 0.211, -0.410, 0.327, -0.033, 0.171, 0.406, 0.317, 0.131, -0.660, 0.314, 0.585, -0.196, -0.054, 0.217, 0.307, -0.081, 0.197, 0.302, 0.349, 0.350, -0.591, -0.974, 0.148, 0.445, -0.341, -0.971, 0.573, -0.418, 0.260, 0.366, 0.488, 0.214, 0.343, 0.122, 0.567, 0.530, 0.033, 0.363, 0.303, -0.972, 0.388, -0.978, 0.290, -0.776, -0.804, 0.272, 0.425, -1.018, 0.321, 0.283, -0.207, 0.408, 0.434, 0.309, 0.382, 0.265, 0.437, -1.291, 0.297, 1.149, 0.409, 0.367, -0.512, -0.627, -0.981, 0.313, 0.369, -0.661, -0.591, 0.305, 0.239, 0.149, -1.521, 0.257, 0.399, 0.244, 0.337, 0.470, 0.305, 0.360, -0.284, 0.306, 0.439, 0.330, -1.154, 0.571, -0.873, -0.623, -1.039, 0.403, 0.356, -1.024

Entry 2:
A 8-piece molecular cluster, C25H72BrF3N6O9S overall at a distorted geometry, computed with the ωB97M-V functional and the def2-TZVPD basis.

Properties
**Charge**: +4
**HOMO level**: -17.0632 eV
**Spin multiplicity**: 1
**Strongest force on any atom**: 0.0749 Eh/bohr

Bonds (Å) are listed after each position.
Atoms and positions in Å:
1 H -5.3971 -0.1134 0.0734  N63 1.010
2 H -0.3787 2.4755 -2.0116  C83 1.090
3 H -1.9624 -0.1473 -8.1735  C47 1.090
4 H 3.2698 -2.0377 0.3076  C41 1.090
5 H -3.9610 -0.8639 -3.9554  C82 1.090
6 N 1.3445 1.0530 4.0753  H43 1.010, C45 1.545, H90 1.010, H113 1.010
7 N 1.4716 3.8323 -0.2374  H12 1.010, H21 1.010, H62 1.010, C109 1.512
8 C 2.0216 -1.5703 -5.0002  S49 1.973, F58 1.318, F93 1.322, F112 1.351
9 H -1.1997 3.2558 4.4385  C91 1.090
10 C 5.2213 -3.4255 1.3972  H27 1.090, H70 1.090, C87 1.541, O99 1.430
11 H 6.6741 -5.2752 0.5206  C77 1.090
12 H 1.0633 3.0120 0.1874  N7 1.010
13 C 2.3787 3.2711 -2.5349  H42 1.090, H95 1.090, H102 1.090, C109 1.609
14 H 5.8101 -0.3288 0.1232  N46 1.010
15 H -1.5166 1.1946 6.1815  C20 1.090
16 H 2.2596 -3.4935 1.6441  C84 1.090
17 H -0.1809 -4.8642 0.3513  C32 1.090
18 N -2.7931 -2.6128 -4.4239  H30 1.010, C82 1.559, H92 1.010, H96 1.010
19 H 6.3018 -5.6607 2.2092  C77 1.090
20 C -0.4951 0.8883 5.9561  H15 1.090, H39 1.090, C45 1.602, H60 1.090
21 H 2.4524 3.7662 -0.0053  N7 1.010
22 C -2.5315 -0.3425 -5.3396  H34 1.090, O56 1.453, C82 1.543, H108 1.090
23 H -4.9841 3.1204 4.5476  C24 1.090
24 C -4.1157 2.9939 3.9011  H23 1.090, O53 1.404, H67 1.090, H74 1.090
25 H 7.9480 -5.1353 1.7166  C77 1.090
26 C -3.7910 2.0894 -0.2357  H28 1.090, H40 1.090, C50 1.536, H98 1.090
27 H 4.8096 -3.8434 2.3158  C10 1.090
28 H -4.0086 1.6226 -1.1963  C26 1.090
29 H 3.6464 -0.3560 0.7874  C41 1.090
30 H -3.2175 -2.8436 -5.3109  N18 1.010
31 H -0.8560 -2.8790 -0.6909  N35 1.010
32 C 0.2308 -3.9769 0.8321  H17 1.090, N35 1.572, C44 1.516, C84 1.481
33 H 0.4698 5.3995 4.2728  C78 1.090
34 H -1.4543 -0.4187 -5.4877  C22 1.090
35 N 0.0353 -2.8240 -0.2191  H31 1.010, C32 1.572, H115 1.010, H117 1.010
36 H 2.2986 -4.4087 0.2211  C84 1.090
37 H -2.0362 5.5873 -2.5389  C54 1.090
38 O -1.2686 4.2150 -1.2673  C54 1.423, C83 1.453
39 H -0.6197 -0.1785 5.7704  C20 1.090
40 H -2.9124 2.7262 -0.3381  C26 1.090
41 C 3.6378 -1.3974 1.1093  H4 1.090, H29 1.090, H75 1.090, C87 1.539
42 H 3.4161 3.5273 -2.3200  C13 1.090
43 H 1.2808 1.2018 3.0784  N6 1.010
44 C -0.4833 -3.5592 2.1023  C32 1.516, O65 1.395, H68 1.090, H89 1.090
45 C -0.0648 1.4888 4.5348  N6 1.545, C20 1.602, C91 1.516, H110 1.090
46 N 6.0709 -1.2590 0.4179  H14 1.010, C87 1.557, H94 1.010, H107 1.010
47 C -2.9167 0.0413 -7.6816  H3 1.090, O56 1.423, H86 1.090, H104 1.090
48 H 0.7535 5.4657 2.5171  C78 1.090
49 S 1.4582 -3.1829 -4.0134  C8 1.973, O61 1.464, O69 1.493, O88 1.471
50 C -3.6518 0.9962 0.8337  C26 1.536, N63 1.535, H80 1.090, C111 1.517
51 C -1.9885 -0.8921 -2.7615  H59 1.090, H71 1.090, C82 1.593, H106 1.090
52 H -3.7507 -3.3839 2.4102  C64 1.090
53 O -4.4584 2.3428 2.7048  C24 1.404, C111 1.486
54 C -1.5089 5.5809 -1.5849  H37 1.090, O38 1.423, H73 1.090, H105 1.090
55 H 0.3394 3.4103 5.3775  C91 1.090
56 O -3.2818 -0.7092 -6.5292  C22 1.453, C47 1.423
57 O 0.4687 3.5298 3.3018  C78 1.479, C91 1.434
58 F 3.3389 -1.5973 -5.0297  C8 1.318
59 H -2.2921 -1.5470 -1.9448  C51 1.090
60 H 0.1734 1.0387 6.8037  C20 1.090
61 O 1.6343 -2.7961 -2.6124  S49 1.464
62 H 1.0883 4.6256 0.2564  N7 1.010
63 N -5.0429 0.3513 0.8973  H1 1.010, C50 1.535, H76 1.010, H81 1.010
64 C -2.7350 -3.3766 2.8057  H52 1.090, O65 1.402, H66 1.090, H100 1.090
65 O -1.8340 -3.6114 1.7575  C44 1.395, C64 1.402
66 H -2.5597 -2.4650 3.3770  C64 1.090
67 H -3.5820 3.8933 3.5939  C24 1.090
68 H -0.3221 -2.4955 2.2777  C44 1.090
69 O 0.0372 -3.3047 -4.4554  S49 1.493
70 H 4.9598 -3.9280 0.4659  C10 1.090
71 H -0.9461 -1.0971 -3.0053  C51 1.090
72 H 5.4973 -1.5538 2.3593  C87 1.090
73 H -0.5999 6.1489 -1.7829  C54 1.090
74 H -3.3381 2.4554 4.4429  C24 1.090
75 H 3.0122 -1.5174 1.9938  C41 1.090
76 H -5.7023 1.0541 1.1995  N63 1.010
77 C 6.8777 -5.0046 1.5567  H11 1.090, H19 1.090, H25 1.090, O99 1.431
78 C 0.1821 4.9806 3.3085  H33 1.090, H48 1.090, O57 1.479, H79 1.090
79 H -0.8662 5.1932 3.0987  C78 1.090
80 H -2.9897 0.1682 0.5806  C50 1.090
81 H -5.0170 -0.3480 1.6256  N63 1.010
82 C -2.9017 -1.1030 -4.0491  H5 1.090, N18 1.559, C22 1.543, C51 1.593
83 C -0.2548 3.5567 -2.0726  H2 1.090, O38 1.453, H101 1.090, C109 1.552
84 C 1.6684 -4.2232 1.0909  H16 1.090, C32 1.481, H36 1.090, H85 1.090
85 H 1.8414 -5.1556 1.6284  C84 1.090
86 H -3.6232 -0.1879 -8.4794  C47 1.090
87 C 5.0614 -1.8925 1.4195  C10 1.541, C41 1.539, N46 1.557, H72 1.090
88 O 2.3176 -4.3148 -4.3923  S49 1.471
89 H -0.3517 -4.1330 3.0196  C44 1.090
90 H 2.1802 1.5113 4.4092  N6 1.010
91 C -0.1408 3.0022 4.4882  H9 1.090, C45 1.516, H55 1.090, O57 1.434
92 H -1.8222 -2.8123 -4.6179  N18 1.010
93 F 1.5604 -1.7288 -6.2294  C8 1.322
94 H 6.9927 -1.2607 0.8307  N46 1.010
95 H 2.2879 3.5002 -3.5967  C13 1.090
96 H -3.1165 -3.2586 -3.7179  N18 1.010
97 Br 0.2566 0.5969 0.6106  no bonds
98 H -4.6339 2.7202 0.0464  C26 1.090
99 O 6.6299 -3.5955 1.5743  C10 1.430, C77 1.431
100 H -2.6965 -4.2962 3.3896  C64 1.090
101 H -0.3934 3.9895 -3.0633  C83 1.090
102 H 2.2335 2.1923 -2.4764  C13 1.090
103 H -3.1523 0.6758 2.8716  C111 1.090
104 H -3.0569 1.1034 -7.4807  C47 1.090
105 H -2.1455 6.0318 -0.8237  C54 1.090
106 H -2.0465 0.1296 -2.3860  C51 1.090
107 H 6.1015 -1.7931 -0.4387  N46 1.010
108 H -2.7159 0.7217 -5.1929  C22 1.090
109 C 1.1936 3.9863 -1.7155  N7 1.512, C13 1.609, C83 1.552, H114 1.090
110 H -0.7017 1.0535 3.7647  C45 1.090
111 C -3.3165 1.5290 2.2135  C50 1.517, O53 1.486, H103 1.090, H116 1.090
112 F 1.4832 -0.4941 -4.3852  C8 1.351
113 H 1.3879 0.0519 4.2022  N6 1.010
114 H 1.2854 5.0689 -1.8034  C109 1.090
115 H 0.6693 -2.7823 -1.0042  N35 1.010
116 H -2.4252 2.1564 2.2096  C111 1.090
117 H 0.0223 -1.9170 0.2251  N35 1.010

Here are the Mulliken charges for atoms 1 to 99, given in e: 0.323, 0.120, 0.298, 0.042, 0.369, -0.062, 0.204, 0.563, 0.215, -0.850, 0.370, -0.369, -1.554, 0.317, 0.388, 0.148, 0.350, -0.119, 0.299, -1.474, 0.432, -0.932, 0.362, -0.469, 0.303, -1.316, 0.548, 0.442, 0.483, 0.464, 0.312, 0.568, 0.392, 0.401, 0.881, 0.451, 0.334, -0.237, 0.430, 0.063, -1.034, 0.442, -0.063, -0.444, 0.526, -0.274, -0.743, 0.250, 0.992, 0.453, -0.648, 0.240, -0.434, -0.864, 0.581, -0.370, -0.215, -0.203, 0.347, 0.407, -0.901, 0.361, -0.162, -0.782, -0.367, 0.246, 0.289, 0.006, -0.892, 0.502, 0.079, 0.315, 0.343, -0.023, 0.176, 0.402, -0.781, -0.866, 0.334, 0.042, 0.307, 0.230, -0.429, -1.751, 0.545, 0.291, 0.311, -0.561, 0.592, 0.365, -0.740, 0.200, -0.209, 0.384, 0.404, 0.368, -0.434, 0.482, -0.416